No. 1
C27H28EuI2N7O4S2 as an isolated structure at a distorted geometry. Source: OMol25; level of theory: the ωB97M-V functional and the def2-TZVPD basis.

Structure (XYZ):
```
71
C27H28EuI2N7O4S2 | OMol25 | the ωB97M-V functional and the def2-TZVPD basis
Eu -0.43719 -0.11775 -0.12753
I 2.26647 4.08932 6.14953
C 1.83569 3.09816 4.33543
C 2.75092 2.19724 3.81073
C 2.44531 1.56983 2.62245
I 3.75440 0.16279 1.77295
C 1.24362 1.79882 1.89629
O 1.00378 1.23189 0.77177
C 0.32870 2.70665 2.50439
C -0.99669 2.87723 1.81551
N -1.64607 1.56560 1.67633
C -2.00251 0.98791 2.96709
C -2.36730 -0.47019 2.84777
C -3.34278 -1.01433 3.67760
C -3.63635 -2.36258 3.57953
C -2.96453 -3.11772 2.63155
C -2.02933 -2.48640 1.82854
N -1.71666 -1.19570 1.93831
C 0.63019 3.33848 3.69663
H 3.68541 1.99526 4.31502
H -1.62224 3.58146 2.38470
H -0.83981 3.26306 0.80503
H -2.49194 1.65974 1.12179
H -1.12735 1.06717 3.61851
H -2.82742 1.53031 3.45344
H -3.85877 -0.38294 4.38957
H -4.38029 -2.81183 4.22522
H -3.17419 -4.17070 2.50310
H -1.49790 -3.04182 1.06487
H -0.08847 4.02436 4.13067
N 1.95823 1.79926 -3.59468
C 2.96343 0.89491 -3.34789
C 4.22858 0.71936 -3.89453
C 4.99238 -0.30793 -3.37632
C 4.50614 -1.14936 -2.36650
C 3.24057 -0.98531 -1.83893
C 2.46270 0.06202 -2.33042
N 1.18354 0.46355 -1.99255
C 0.92259 1.48763 -2.76534
C -0.34606 2.19520 -2.75537
C -0.84470 2.98374 -3.75000
S -2.41864 3.50621 -3.34921
C -2.29468 2.65198 -1.86225
N -1.18359 2.02453 -1.68283
H 1.95323 2.50984 -4.30182
H 4.60160 1.35282 -4.68952
H 5.99034 -0.47135 -3.76338
H 5.13724 -1.94828 -1.99891
H 2.85629 -1.63183 -1.06431
H -0.40874 3.22018 -4.70605
H -3.10857 2.66728 -1.15265
C 1.75823 -3.47311 1.66709
O 1.06534 -2.32182 1.18545
C 0.62262 -2.33072 -0.13821
O 0.85464 -3.38199 -0.75503
H 1.95161 -3.30464 2.72458
H 2.69978 -3.60315 1.12963
H 1.15342 -4.37113 1.52815
N 0.47973 -2.64394 -3.64338
C -0.65403 -1.92382 -3.52989
N -1.55005 -2.35305 -2.62524
S -1.01418 -0.67656 -4.59459
H 0.78543 -3.14487 -2.80921
H 1.18555 -2.28007 -4.25747
H -1.24325 -3.09364 -2.00810
H -2.16130 -1.65543 -2.17333
C -3.86576 -0.61378 -0.70339
O -2.49792 -0.47636 -0.81903
H -4.15576 -1.50248 -0.10823
H -4.35951 -0.72404 -1.68675
H -4.34318 0.25683 -0.20640
```

Output
2S+1	8
HOMO energy (alpha / beta)	-1.96 / -4.58	eV
HOMO-LUMO gap (alpha / beta)	4.091 / 6.708	eV
charge	-1
ΔE to the lowest compared entry with this formula, charge and spin	0.0	kJ/mol
E_LUMO (alpha / beta)	2.13 / 2.13	eV

***

No. 2
A single C27H28FN3O molecule. Source: OMol25; level of theory: the ωB97M-V functional and the def2-TZVPD basis.

Structure (XYZ):
```
60
C27H28FN3O | OMol25 | the ωB97M-V functional and the def2-TZVPD basis
O 3.47090 2.56554 1.04708
C 2.76045 1.62741 0.73551
N 3.22505 0.35489 0.69827
C 2.46852 -0.82704 0.36347
H 1.42927 -0.56633 0.16389
C 3.11115 -1.49228 -0.86594
N 4.50736 -1.79165 -0.64398
C 4.89966 -3.00931 -0.10509
C 6.25736 -3.35816 -0.10097
C 6.68643 -4.57971 0.37281
C 5.75401 -5.48652 0.84272
C 4.40658 -5.18773 0.83848
C 3.98621 -3.95646 0.37162
H 2.92941 -3.74452 0.39295
H 3.69492 -5.90985 1.20681
F 6.16910 -6.68740 1.30889
H 7.73342 -4.83840 0.37068
H 6.99103 -2.67376 -0.49613
C 5.23614 -0.58271 -0.31352
H 6.28414 -0.80250 -0.12538
C 4.62856 0.08737 0.92774
H 5.11836 1.03925 1.13862
H 4.73618 -0.57949 1.79204
H 5.16900 0.10328 -1.16450
H 2.57298 -2.39537 -1.15048
H 3.06102 -0.79049 -1.70648
H 2.50536 -1.51839 1.21534
C 1.32062 1.82181 0.37658
C 0.88520 1.67428 -0.93723
C -0.42998 1.93583 -1.26711
C -1.33643 2.34491 -0.29492
C -0.89638 2.49738 1.01212
C 0.42357 2.24911 1.34578
H 0.76486 2.38398 2.36127
H -1.58731 2.82379 1.77669
C -2.76317 2.61886 -0.68020
N -3.32920 1.49107 -1.40881
C -4.65880 1.76970 -1.91631
C -5.74368 1.72950 -0.86659
C -6.94952 2.38395 -1.08411
C -7.96134 2.33530 -0.14457
C -7.77259 1.62737 1.03124
C -6.57509 0.97592 1.25477
C -5.55300 1.01526 0.31311
C -4.24881 0.31773 0.59588
C -3.35120 0.25650 -0.64658
H -3.71275 -0.52521 -1.32113
H -2.32711 0.00779 -0.35631
H -3.72954 0.85146 1.39863
H -4.44165 -0.69447 0.95866
H -6.42315 0.42331 2.17169
H -8.55775 1.58471 1.77167
H -8.89360 2.84949 -0.32583
H -7.09008 2.93633 -2.00284
H -4.88152 1.01388 -2.68134
H -4.65147 2.74386 -2.41248
H -2.78222 3.47775 -1.36104
H -3.34989 2.89166 0.21168
H -0.77348 1.81837 -2.28346
H 1.58391 1.36914 -1.70332
```

Output
HOMO energy	-7.77	eV
HOMO-LUMO gap	8.346	eV
E_LUMO	0.58	eV
SMILES string	O=C(c1ccc(CN2CCc3ccccc3C2)cc1)N1CCN(c2ccc(F)cc2)CC1

***

No. 3
C27H28N4O4PPdTe as an isolated structure at a distorted geometry. Source: OMol25; level of theory: the ωB97M-V functional and the def2-TZVPD basis.

Structure (XYZ):
```
66
C27H28N4O4PPdTe | OMol25 | the ωB97M-V functional and the def2-TZVPD basis
Pd -0.47494 -0.00290 0.08228
O -2.53805 1.71696 -2.99503
C -2.05948 1.36744 -1.92933
N -1.32270 0.24761 -1.74442
C -1.30209 -0.60494 -2.94860
C -0.79870 -1.98095 -2.62258
C -0.03411 -2.76825 -3.61822
C 0.89208 -3.67185 -3.26928
C 1.24250 -3.94448 -1.83012
C 0.37722 -2.98902 -0.98333
N -0.79644 -2.28251 -1.38606
C -2.34016 2.12545 -0.67319
C -2.96729 3.35431 -0.74487
C -3.26779 4.01698 0.43081
C -2.91039 3.41713 1.62711
C -2.26303 2.19593 1.60595
N -1.99454 1.53432 0.47749
H -0.62170 -0.19006 -3.70445
H -2.29513 -0.57459 -3.40158
H -0.24821 -2.58815 -4.66516
H 1.39379 -4.24342 -4.04226
H 1.21782 -5.00986 -1.59379
H 0.30412 -3.30553 0.05313
H -3.20716 3.73894 -1.72621
H -3.76493 4.97761 0.41774
H -3.11661 3.88477 2.57946
H -1.93381 1.76306 2.53256
C -0.25515 -0.21090 4.47987
C 1.09094 -0.47743 4.66306
C 1.85350 -0.83876 3.56574
C 1.26917 -0.86558 2.31082
N -0.02455 -0.50101 2.12239
C -0.76301 -0.23320 3.19552
C 1.89047 -1.40779 1.10543
C 2.72450 -2.62450 1.14517
C 2.97805 -3.42678 0.09859
C 2.48611 -3.12607 -1.28989
C 1.51549 -1.94103 -1.18720
C 1.38784 -1.00066 -0.07892
H -0.91052 0.00847 5.30995
H 1.53101 -0.43992 5.65051
H 2.89524 -1.10796 3.67173
H -1.81908 -0.08210 3.02135
H 3.14458 -2.88832 2.10959
H 3.62409 -4.28426 0.24772
H 3.31575 -3.02673 -1.99462
H 1.40609 -1.47564 -2.16070
C 2.07621 6.45870 0.76295
C 1.86017 5.16403 1.50056
O 2.06936 4.07107 0.55096
P 1.94398 2.57984 1.03677
O 0.84899 2.25649 1.95832
Te 1.55391 1.30029 -1.04107
O 3.34232 2.18540 1.66048
C 4.56807 2.25214 0.88758
C 5.18724 0.87692 0.84185
H 1.82521 7.29480 1.41573
H 1.43813 6.50556 -0.11872
H 3.11458 6.56359 0.45204
H 0.84529 5.07210 1.88730
H 2.56511 5.04061 2.32408
H 5.21078 2.97618 1.38582
H 4.35324 2.62833 -0.11618
H 5.40580 0.52718 1.85061
H 6.11861 0.90293 0.27617
H 4.50756 0.16990 0.36290
```

Output
HOMO energy (alpha / beta)	-10.32 / -10.32	eV
HOMO-LUMO gap (alpha / beta)	5.592 / 5.588	eV
charge	+1
ΔE to the lowest compared entry with this formula, charge and spin	358.9	kJ/mol
E_LUMO (alpha / beta)	-4.73 / -4.73	eV